The following is a DFT calculation (ωB97M-V/def2-TZVPD) of a 12-piece molecular cluster, C46H69N3O16 overall.

```
134
C46H69N3O16 ωB97M-V/def2-TZVPD
O -1.4543 -6.7467 1.7844
C -1.1950 -5.5541 1.8481
O -2.0424 -4.6953 2.4729
C -1.4671 -3.3832 2.6616
C -0.3523 -3.3337 1.5780
C 0.0715 -4.8251 1.4712
H -1.1431 -3.2521 3.6941
H -2.1670 -2.5955 2.3830
H 0.4901 -2.6750 1.7891
H -0.7230 -2.9317 0.6351
H 0.7904 -4.9525 2.2806
H 0.4461 -5.1672 0.5065
O 2.6117 0.3149 -1.3613
C 1.5841 0.5108 -0.6983
O 0.4565 0.9819 -1.2443
C -0.5266 1.3680 -0.3030
C -0.1196 0.5588 0.8468
C 1.4326 0.5409 0.8020
H -1.5422 1.1721 -0.6468
H -0.4152 2.4317 -0.0923
H -0.4246 -0.4854 0.7784
H -0.5854 0.9293 1.7599
H 1.8185 -0.3940 1.2084
H 1.8878 1.3783 1.3309
O -2.4617 -1.5880 -0.6798
C -3.3369 -1.2294 -1.4388
O -3.1086 -1.0313 -2.8034
C -4.2519 -0.6097 -3.5558
C -5.3450 -0.7996 -2.5534
C -4.8047 -0.9943 -1.1270
H -4.1974 -1.2382 -4.4446
H -4.1992 0.4275 -3.8868
H -5.9529 -1.6792 -2.7652
H -6.0487 0.0320 -2.5148
H -5.2398 -1.7887 -0.5205
H -4.8128 -0.0406 -0.5993
O -0.4609 1.7894 -7.5295
C -0.3439 1.6454 -6.3062
O 0.3784 2.4320 -5.5945
C 0.3227 2.2154 -4.1927
C -1.0053 1.5008 -4.0584
C -0.9925 0.6953 -5.3492
H 0.3652 3.1626 -3.6550
H 1.1350 1.6142 -3.7842
H -1.7605 2.2867 -4.0573
H -1.1174 0.9433 -3.1285
H -1.9874 0.3676 -5.6506
H -0.3630 -0.1865 -5.2298
O 6.1907 -1.9157 0.8620
C 6.0083 -2.6464 -0.1214
O 6.4183 -3.8963 -0.0551
C 5.8602 -4.6743 -1.1497
C 5.5144 -3.5969 -2.1873
C 5.4038 -2.2989 -1.4554
H 4.9953 -5.2621 -0.8421
H 6.6058 -5.3941 -1.4876
H 4.6907 -3.8587 -2.8514
H 6.4101 -3.6464 -2.8065
H 4.3612 -2.0295 -1.2865
H 5.8795 -1.4141 -1.8785
O 0.9604 5.0351 6.6597
C 0.7570 4.1738 5.8060
O -0.2880 4.1190 4.9955
C -0.0801 3.1472 4.0246
C 1.3034 2.6334 4.0926
C 1.6822 2.9478 5.4704
H -0.3680 3.4553 3.0195
H -0.6967 2.2630 4.1862
H 1.9207 3.1958 3.3921
H 1.3757 1.5611 3.9107
H 2.7234 3.2705 5.4697
H 1.5933 2.1384 6.1950
O -2.9574 2.1051 3.4266
C -3.6222 1.1195 3.4392
O -4.6074 0.9725 4.3753
C -5.3249 -0.2381 4.1787
C -4.3181 -1.1073 3.3794
C -3.5429 -0.1012 2.5156
H -6.2192 -0.1347 3.5642
H -5.5832 -0.5643 5.1861
H -4.6948 -1.9451 2.7926
H -3.6395 -1.6300 4.0535
H -3.9770 -0.0761 1.5161
H -2.5004 -0.4188 2.5371
N -4.2461 3.1802 -1.7735
C -5.3164 2.7981 -0.9614
C -4.8122 2.5134 0.2902
C -3.4516 2.7428 0.2632
C -3.1190 3.2766 -1.0201
H -4.3066 3.4551 -2.7435
H -6.2991 2.7527 -1.4070
H -5.3880 2.0914 1.1006
H -2.8298 2.4619 1.1004
H -2.1973 3.6845 -1.4082
N 2.2722 -3.7399 -1.2174
C 2.5236 -5.0300 -1.4754
C 2.2970 -5.3394 -2.8176
C 1.8317 -4.1936 -3.3597
C 1.8603 -3.1928 -2.4243
H 2.4210 -3.2771 -0.3321
H 2.9336 -5.5754 -0.6383
H 2.3817 -6.2762 -3.3484
H 1.5480 -4.0340 -4.3895
H 1.4926 -2.1807 -2.5065
N 1.1410 6.8175 0.5760
C 0.8497 5.6577 1.1973
C 1.3149 4.5912 0.4645
C 1.7596 5.1421 -0.7810
C 1.7251 6.4619 -0.6329
H 0.8261 7.7283 0.8783
H 0.4203 5.6659 2.1883
H 1.3273 3.5500 0.7513
H 2.1254 4.5370 -1.5974
H 1.8899 7.2404 -1.3630
C -0.8241 -0.6230 6.2360
C -0.0444 -0.8422 4.9903
O -0.5434 -0.6162 3.9018
C 1.4098 -1.2182 5.2486
H -0.4572 0.3328 6.6100
H -0.6630 -1.4475 6.9305
H -1.8836 -0.6672 5.9837
H 1.5567 -2.1993 5.7004
H 1.8814 -0.4642 5.8787
H 1.9504 -1.1478 4.3048
C 4.4342 1.4991 -5.0072
C 3.5110 0.4524 -5.5923
O 2.8415 0.7273 -6.5829
C 3.5204 -0.9619 -5.0737
H 5.3098 0.9538 -4.6552
H 3.9616 1.9256 -4.1224
H 4.5802 2.2367 -5.7964
H 2.6488 -1.4709 -5.4852
H 3.3317 -0.8230 -4.0091
H 4.4273 -1.5664 -5.0594
```

net charge = +1
spin multiplicity = 2
Kohn-Sham gap (alpha / beta) = 6.0841 / 2.1879 eV
HOMO energy (alpha / beta) = -10.086 / -10.086 eV


The following is a DFT calculation (ωB97M-V/def2-TZVPD) of a 2-piece molecular cluster, C4H10O2 overall.

```
16
C4H10O2 ωB97M-V/def2-TZVPD
C -0.2805 1.9932 -0.9770
C -0.7927 0.9938 0.0378
C 0.0145 0.1689 0.7206
O 1.0853 -0.4491 0.0815
C -0.2332 -0.2256 2.1456
H -0.8179 1.9218 -1.9200
H 0.8047 1.9568 -1.0121
H -0.5283 2.9688 -0.5492
H -1.8613 1.0058 0.2299
H 0.8372 -1.3825 0.0528
H -0.8358 0.5360 2.6215
H 0.7185 -0.3340 2.6688
H -0.7387 -1.1914 2.2576
H 1.1703 -1.9954 -2.4639
H 0.4959 -3.3567 -2.1420
O 0.9619 -2.6102 -1.7519
```

SMILES = C/C=C(/C)O.O
net charge = 0
spin multiplicity = 1
Kohn-Sham gap = 8.5898 eV
energy relative to the best compared isomer or geometry (same formula, charge and spin) = 1.897 eV
HOMO energy = -7.930 eV


The following is a DFT calculation (ωB97M-V/def2-TZVPD) of a 2-piece molecular cluster, C5H14S overall.

```
20
C5H14S ωB97M-V/def2-TZVPD
C -1.2387 0.2329 -1.9232
C -2.6319 0.8533 -1.6585
C -0.0735 1.1907 -1.6584
H -1.2186 -0.1224 -2.9514
H -1.1123 -0.6248 -1.2771
H -3.1610 0.3087 -0.8784
H -2.5479 1.8883 -1.3186
H 0.8366 0.6534 -1.3881
H -3.2358 0.8275 -2.5625
H -0.2709 1.8286 -0.7969
H 0.1652 1.8313 -2.5066
C 1.8094 0.0826 2.9598
C 1.3930 -2.0731 1.2548
S 0.6131 -0.5390 1.7840
H 1.5607 1.1369 3.1431
H 1.8121 -0.4389 3.9107
H 2.8018 0.1046 2.5234
H 0.6541 -2.5414 0.6006
H 1.5699 -2.7581 2.0737
H 2.2749 -1.8411 0.6696
```

SMILES = CCC.CSC
net charge = 0
spin multiplicity = 1
Kohn-Sham gap = 9.5641 eV
energy relative to the best compared isomer or geometry (same formula, charge and spin) = 0.331 eV
HOMO energy = -8.538 eV


The following is a DFT calculation (ωB97M-V/def2-TZVPD) of a 2-piece molecular cluster, C3H5O2S overall.

```
11
C3H5O2S ωB97M-V/def2-TZVPD
C 2.1262 -1.0095 -0.2779
C -0.8613 0.9411 0.3028
C 3.1400 -0.4049 -0.0925
O -1.7737 1.7074 -0.1311
O -2.9579 -0.6901 -0.3624
S -1.4613 -1.2034 0.2113
H 1.2012 -1.5086 -0.3746
H -2.8406 0.2932 -0.3970
H 0.0553 0.8120 -0.2966
H -0.6544 0.9187 1.3850
H 4.0265 0.1441 0.0332
```

net charge = -1
spin multiplicity = 1
Kohn-Sham gap = 6.5224 eV
energy relative to the best compared isomer or geometry (same formula, charge and spin) = 4.201 eV
HOMO energy = -2.885 eV


The following is a DFT calculation (ωB97M-V/def2-TZVPD) of C43H61InN8P2S2Si2 as an isolated structure.

```
119
C43H61InN8P2S2Si2 ωB97M-V/def2-TZVPD
In 12.9824 11.3814 13.2814
C 10.9054 6.6857 16.4655
Si 12.0117 7.5744 15.1745
C 13.7595 6.7958 15.0889
C 11.3411 7.3145 13.4401
N 11.8703 9.2798 15.4599
P 12.1132 10.6448 16.1855
C 13.4423 11.4000 15.4811
P 15.1058 11.6522 15.9136
N 16.1274 10.8167 15.0224
Si 17.8612 10.7075 14.9189
C 18.6012 10.7237 16.6927
C 18.4687 12.1612 13.8641
C 18.6685 9.1915 14.1227
C 15.4197 13.4017 15.7174
C 16.6288 13.9330 16.1985
C 16.9175 15.2938 16.0267
C 15.8922 16.1626 15.5699
C 14.6442 15.6639 15.2362
C 14.4759 14.2947 15.2739
C 15.5385 11.2405 17.6547
C 15.2343 12.1774 18.6426
C 15.4332 11.8783 19.9843
C 15.9852 10.6715 20.3756
C 16.3636 9.7702 19.4034
C 16.1372 10.0266 18.0640
C 11.8838 10.5584 18.0370
C 11.8996 9.3489 18.7392
C 11.5384 9.2967 20.0766
C 11.1115 10.4399 20.7392
C 11.1942 11.6498 20.0677
C 11.4600 11.7216 18.6966
C 10.6750 11.7886 15.8722
C 9.3780 11.2954 16.0745
C 8.2765 12.1221 15.9009
C 8.3714 13.3652 15.2543
C 9.6523 13.8546 15.1057
C 10.7908 13.1018 15.4691
H 10.9085 5.6286 16.1367
H 9.8777 7.0754 16.4444
H 11.3369 6.8295 17.4672
H 13.6451 5.8339 14.5277
H 14.2103 6.6020 16.0885
H 14.4410 7.5000 14.5296
H 10.7946 8.1802 13.0198
H 10.6325 6.4672 13.4791
H 12.1309 7.0238 12.7424
H 18.0720 11.3593 17.3728
H 19.6616 11.0873 16.6787
H 18.6533 9.6904 17.1649
H 19.5722 12.1912 13.8296
H 18.0296 13.1305 14.2769
H 18.1120 12.0928 12.7896
H 18.8811 8.4038 14.8835
H 19.6388 9.5720 13.6419
H 18.0774 8.7521 13.2954
H 17.3231 13.2923 16.7153
H 17.8699 15.7606 16.3026
H 16.0578 17.2122 15.3725
H 13.8499 16.3383 14.9803
H 13.5237 13.8461 14.9271
H 14.8639 13.1826 18.4118
H 15.1750 12.6352 20.7276
H 16.1300 10.4115 21.4344
H 16.9206 8.8748 19.6568
H 16.4152 9.2637 17.3467
H 12.3201 8.4627 18.3061
H 11.4769 8.3364 20.5973
H 10.6910 10.4203 21.7425
H 10.9894 12.6057 20.5671
H 11.3895 12.6470 18.1315
H 9.2451 10.2567 16.3406
H 7.2818 11.7942 16.2320
H 7.4873 13.9002 14.9488
H 9.8014 14.8439 14.6840
H 11.7584 13.5636 15.4203
C 10.9390 12.2847 8.0789
C 11.1440 13.3918 9.1089
N 12.1747 13.0396 10.0640
C 12.7794 13.8217 10.9281
S 14.2095 13.1627 11.8163
N 12.4007 15.0655 11.3010
C 11.3557 16.0122 10.7993
C 11.8665 16.8398 9.6255
H 10.3337 12.6949 7.2793
H 10.3234 11.4904 8.5748
H 11.8409 11.9188 7.6029
H 10.2125 13.5223 9.6335
H 11.3983 14.2922 8.5899
H 12.5273 12.0795 9.9590
H 13.0533 15.4420 11.9804
H 10.9465 16.6211 11.6651
H 10.4859 15.4456 10.4687
H 12.2966 17.7657 10.0060
H 11.0554 17.0783 8.9337
H 12.6197 16.2945 9.0210
N 17.2191 10.8582 10.7924
C 18.1827 10.6163 9.7995
C 18.2157 11.3656 8.6006
C 19.1361 11.0850 7.5950
C 20.1686 10.1549 7.8760
C 20.1387 9.4272 9.0550
C 19.1997 9.6716 10.0503
H 17.3440 10.3944 11.6842
H 16.7492 11.7323 10.8022
H 17.4653 12.1408 8.4639
H 19.0300 11.5526 6.6308
H 20.9270 9.8955 7.1125
H 20.9093 8.7173 9.2362
H 19.1881 9.0826 10.9629
S 8.5595 10.4163 11.8559
C 10.0652 10.7942 12.1421
N 11.1700 11.1744 12.2914
N 13.3641 9.7081 10.7366
N 13.9731 9.7370 12.0619
H 13.9567 9.1503 10.1194
H 12.4907 9.2037 10.8423
H 14.9920 9.7821 12.0412
H 13.7176 8.8562 12.5430
```

net charge = 0
spin multiplicity = 1
Kohn-Sham gap = 6.5403 eV
HOMO energy = -6.612 eV


The following is a DFT calculation (ωB97M-V/def2-TZVPD) of a 6-piece molecular cluster, C2H16NO5 overall.

```
24
C2H16NO5 ωB97M-V/def2-TZVPD
C -0.5755 2.5746 -1.7918
C -1.5908 0.3096 -1.7011
N -0.6141 1.1561 -1.4506
H -0.0802 3.1175 -0.9637
H -1.6908 2.9348 -1.9591
H 0.0914 2.8019 -2.6726
H -2.5157 0.7469 -1.9622
H -1.3747 -0.7211 -1.8861
H -0.0257 0.7678 -0.8134
H -0.8152 0.5529 1.7110
H 0.5637 1.0790 1.6816
O -0.1591 0.7885 1.0939
H 2.1370 -0.9639 0.4416
H 2.6769 -1.1454 -1.0653
O 1.9496 -1.1482 -0.4766
H -2.2776 -2.4090 0.7542
H -2.0013 -2.7846 2.2391
O -1.7260 -2.1590 1.4985
H 3.3135 0.2462 3.5215
H 2.6931 1.5339 4.0672
O 2.5235 0.8910 3.3363
H 0.1873 -2.1537 -0.7459
H -0.1832 -3.4531 -1.5307
O -0.5060 -2.5625 -1.3258
```

net charge = +1
spin multiplicity = 1
Kohn-Sham gap = 9.4721 eV
energy relative to the best compared isomer or geometry (same formula, charge and spin) = 2.012 eV
HOMO energy = -14.095 eV


The following is a DFT calculation (ωB97M-V/def2-TZVPD) of a 6-piece molecular cluster, C25H46BN6O2 overall.

```
80
C25H46BN6O2 ωB97M-V/def2-TZVPD
C 4.9246 0.0355 2.5707
C 4.0332 0.5590 3.6618
N 4.5560 0.7341 4.8176
C 2.6082 0.8668 3.3439
B 1.5384 -0.2037 4.0280
C -0.0156 0.1738 3.5656
C -0.7810 -0.9281 2.9001
O -0.4977 -2.0987 2.8115
O -2.0065 -0.5298 2.3255
H 4.3771 -0.6746 1.9564
H 5.7776 -0.4723 3.0162
H 5.3257 0.8632 1.9855
H 3.8389 1.0998 5.4455
H 2.3653 1.9119 3.5589
H 2.4916 0.7504 2.2564
H 1.8854 -1.3250 3.6966
H 1.6299 -0.0843 5.2483
H -0.5676 0.3837 4.4840
H -0.0731 1.0754 2.9740
H -2.3526 0.1300 2.9375
C -3.6613 5.4409 3.1967
C -2.5703 5.2225 2.1542
C -2.1796 3.7503 1.9954
C -1.6659 3.2030 3.2558
N -1.2764 2.7726 4.2480
H -3.3301 5.1309 4.1886
H -3.9295 6.4970 3.2559
H -4.5622 4.8773 2.9448
H -1.6888 5.8047 2.4301
H -2.9152 5.5984 1.1885
H -1.4100 3.6387 1.2329
H -3.0425 3.1561 1.6895
C 2.3950 -5.2612 1.6426
C 1.7132 -3.9527 2.0413
C 1.7940 -2.8812 0.9505
C 3.1942 -2.5630 0.6482
N 4.2904 -2.3032 0.4123
H 3.4655 -5.1179 1.4722
H 2.2893 -6.0033 2.4360
H 1.9569 -5.6729 0.7355
H 2.1696 -3.5717 2.9551
H 0.6643 -4.1397 2.2643
H 1.2896 -1.9730 1.2849
H 1.3115 -3.2248 0.0348
C -1.5732 0.4374 -1.9989
C -0.7210 1.5656 -2.5717
C 0.6733 1.6357 -1.9413
C 0.5648 1.8706 -0.5007
N 0.4819 2.0341 0.6330
H -1.7551 0.5749 -0.9324
H -2.5455 0.4052 -2.4933
H -1.0898 -0.5313 -2.1394
H -1.2383 2.5152 -2.4217
H -0.6132 1.4239 -3.6511
H 1.2549 2.4451 -2.3836
H 1.2171 0.7039 -2.1037
C 3.1665 -4.0230 -3.1477
C 3.1151 -5.5359 -2.9670
C 1.6845 -6.0896 -2.9611
C 0.9152 -5.5064 -1.8597
N 0.3503 -5.0534 -0.9680
H 2.6734 -3.5053 -2.3241
H 4.1988 -3.6767 -3.1737
H 2.6838 -3.7231 -4.0812
H 3.6122 -5.8013 -2.0323
H 3.6717 -6.0164 -3.7744
H 1.6954 -7.1731 -2.8402
H 1.1784 -5.8604 -3.9002
C -5.8125 2.1032 -5.1625
C -4.9572 3.2342 -5.7223
C -3.5744 3.3144 -5.0669
C -3.6922 3.5555 -3.6258
N -3.7974 3.7486 -2.4980
H -6.0145 2.2446 -4.1002
H -6.7736 2.0623 -5.6752
H -5.3200 1.1375 -5.2909
H -5.4800 4.1828 -5.5871
H -4.8269 3.0908 -6.7966
H -2.9910 4.1247 -5.5045
H -3.0248 2.3839 -5.2184
```

net charge = -1
spin multiplicity = 1
Kohn-Sham gap = 6.4878 eV
HOMO energy = -4.708 eV


The following is a DFT calculation (ωB97M-V/def2-TZVPD) of a 2-piece molecular cluster, C4H13NO2 overall.

```
20
C4H13NO2 ωB97M-V/def2-TZVPD
C 1.4455 1.1459 -0.7156
O 1.2476 2.2675 0.1538
C 1.0327 -0.4044 -0.2609
C 0.3677 -0.3208 1.1410
C -1.0203 0.5230 1.1924
N -2.1538 -0.3881 1.1022
H 2.4964 1.1480 -1.0990
H 0.8499 1.3302 -1.5188
H 2.1191 2.2093 0.6807
H 2.0059 -0.8954 -0.1738
H 0.4117 -1.0531 -0.8036
H 0.9673 0.0857 1.9314
H 0.0432 -1.2437 1.6516
H -1.0709 1.0665 2.1490
H -0.9316 1.2192 0.4834
H -2.2494 -0.7910 0.0894
H -2.0391 -1.2740 1.6252
H -1.7520 -1.7750 -3.0007
H -0.5873 -1.0362 -2.3696
O -1.1827 -1.8134 -2.2582
```

SMILES = NCCCCO.O
net charge = 0
spin multiplicity = 1
Kohn-Sham gap = 9.3320 eV
energy relative to the best compared isomer or geometry (same formula, charge and spin) = 2.384 eV
HOMO energy = -8.695 eV


| no. | total energy (eV) |
| --- | --- |
| 1 | -86041.206 |
| 2 | -8403.650 |
| 3 | -16246.970 |
| 4 | -18119.827 |
| 5 | -118680.918 |
| 6 | -14053.575 |
| 7 | -40383.245 |
| 8 | -9941.812 |